(1)
Molecular formula: C44H38I2N5O7Y
Method: DFT, ωB97M-V/def2-TZVPD

```
97
Properties=species:S:1:pos:R:3:forces:R:3
Y -0.125192 -1.129028 -0.005667 -0.6 -0.5 -0.1
I -0.961755 -8.771703 -2.612017 0.0 0.4 0.2
C -0.995065 -6.822457 -1.784485 0.0 -0.5 -0.3
C -1.917922 -6.508703 -0.801807 0.0 -0.2 -0.1
C -1.873876 -5.245217 -0.262917 -0.2 0.6 0.5
I -3.181369 -4.634929 1.276580 0.1 -0.3 -0.2
C -0.920728 -4.274896 -0.623263 -0.3 -0.8 -0.3
O -0.870213 -3.155917 0.044725 0.3 -0.3 0.0
C -0.018581 -4.625401 -1.656774 -0.1 0.4 0.2
C 1.017592 -3.632879 -2.120370 0.1 -0.2 0.1
N 0.441232 -2.295393 -2.281799 0.3 0.4 -0.2
C -0.507578 -2.257956 -3.391317 -0.2 0.0 0.1
C -1.763061 -1.482091 -3.081405 0.0 -0.1 -0.3
C -2.612086 -1.120048 -4.123194 0.0 0.0 0.1
C -3.821463 -0.518249 -3.827315 0.1 0.0 0.1
C -4.140523 -0.307104 -2.495352 0.0 -0.1 -0.1
C -3.225043 -0.675983 -1.523772 -0.4 0.0 0.0
N -2.052298 -1.239229 -1.804601 0.1 0.1 -0.1
C -0.076525 -5.886022 -2.222351 0.0 -0.2 0.0
H -2.645621 -7.232179 -0.467539 0.0 0.0 0.0
H 1.825243 -3.563273 -1.383546 0.0 0.0 -0.1
H 1.451004 -3.994351 -3.066849 0.0 0.0 0.2
H 1.213077 -1.656522 -2.507385 -0.1 -0.1 0.1
H -0.046586 -1.856690 -4.304276 0.0 -0.1 0.1
H -0.837554 -3.283953 -3.606135 0.1 0.2 -0.1
H -2.321286 -1.310849 -5.146555 0.0 -0.1 0.0
H -4.502512 -0.233630 -4.617257 0.0 0.0 0.0
H -5.082911 0.129783 -2.211759 -0.1 0.1 0.1
H -3.432699 -0.517373 -0.475586 0.0 0.1 0.0
H 0.631538 -6.146519 -2.995905 0.0 0.0 -0.1
O 1.610455 -3.394937 0.930185 -0.3 0.1 -0.1
C 1.601952 -3.656616 2.305578 0.1 -0.2 0.2
C 0.861347 -2.629232 3.128602 0.1 -0.1 0.2
C 1.160488 -2.534460 4.484445 -0.2 0.0 -0.2
C 0.466722 -1.639785 5.273157 -0.1 0.0 -0.2
C -0.539342 -0.896166 4.680105 0.1 -0.1 0.0
C -0.772365 -1.059140 3.325292 -0.3 0.1 0.3
N -0.073173 -1.880625 2.540396 0.0 -0.1 0.1
H 0.669171 -3.457980 0.638338 0.2 -0.2 0.1
H 2.645473 -3.706476 2.633995 -0.2 0.0 0.0
H 1.138384 -4.640118 2.503649 0.2 0.2 0.0
H 1.937711 -3.155586 4.901574 0.1 -0.1 0.0
H 0.700038 -1.531669 6.321586 0.0 0.0 0.1
H -1.119196 -0.184489 5.245300 -0.1 0.1 0.0
H -1.563320 -0.504086 2.842241 0.1 0.0 0.0
O 0.565937 1.282727 1.124703 -0.1 0.4 0.5
C -0.546367 2.117786 1.470274 -0.4 -0.4 -0.5
C -1.808829 1.391801 0.836618 0.2 1.0 0.2
O -2.773506 2.039107 0.478322 -0.1 0.0 0.0
O -1.681727 0.129123 0.787350 -0.5 -0.5 0.1
C -0.407553 3.494659 0.864037 0.2 0.1 -0.2
C -1.334674 4.479079 1.185799 0.0 0.0 0.0
C -1.255078 5.727277 0.602626 -0.1 0.1 0.1
C -0.231460 6.024247 -0.280868 0.1 0.1 -0.1
C 0.695505 5.050166 -0.607598 0.0 0.2 0.0
C 0.600894 3.789335 -0.043948 0.0 -0.1 0.2
C -0.722718 2.255552 2.971682 0.0 -0.1 0.1
C 0.393088 2.479632 3.771458 -0.1 0.1 -0.1
C 0.259037 2.657860 5.136652 0.1 0.0 0.0
C -0.994653 2.614856 5.722914 0.0 0.0 0.1
C -2.112345 2.406264 4.933119 -0.1 0.0 0.1
C -1.980233 2.228127 3.565803 0.1 -0.1 0.0
H 1.055543 1.041769 1.929979 0.0 -0.2 -0.3
H -2.116579 4.275670 1.898336 -0.1 -0.1 0.0
H -2.002902 6.470098 0.842074 0.0 0.1 0.0
H -0.157996 7.018193 -0.697018 0.0 0.1 -0.1
H 1.498117 5.267123 -1.299309 0.0 0.0 0.0
H 1.328296 3.033451 -0.295529 0.1 -0.1 0.0
H 1.375227 2.542638 3.324034 0.1 0.0 0.0
H 1.135789 2.837381 5.741001 0.1 0.0 0.1
H -1.097842 2.744317 6.790941 0.0 0.0 0.1
H -3.094758 2.380172 5.383594 -0.1 0.0 0.0
H -2.858816 2.073409 2.957694 -0.1 0.0 -0.1
O 2.712146 -0.656148 -2.400859 0.3 0.0 -0.3
C 3.020711 -0.670643 -1.216159 0.3 0.1 -0.1
C 4.449190 -0.529276 -0.703721 0.0 -0.1 0.0
C 4.302785 -0.774469 0.787707 0.0 0.0 0.1
C 2.801355 -0.701574 0.990679 0.4 0.2 0.2
O 2.242946 -0.569283 2.069701 0.3 0.1 0.2
N 2.142124 -0.773732 -0.192888 0.5 0.2 -0.2
H 4.800052 0.480668 -0.923023 0.0 0.0 -0.1
H 5.106294 -1.232406 -1.213374 0.0 0.0 -0.1
H 4.817845 -0.056666 1.423230 0.0 0.0 0.0
H 4.623475 -1.778490 1.070208 0.0 0.0 0.0
N 0.014925 0.606638 -1.677907 0.2 0.8 -0.4
C 0.235458 1.535201 -2.316408 -0.3 -1.1 0.7
C 0.529330 2.684208 -3.068299 0.2 0.9 -0.7
C 1.863249 3.029780 -3.299439 -0.1 -0.1 0.1
C 2.151703 4.201290 -3.970837 0.0 0.1 0.0
C 1.123700 5.015763 -4.423800 0.0 -0.2 0.0
C -0.198507 4.656043 -4.215995 0.0 0.0 0.0
C -0.506490 3.494165 -3.536515 0.2 -0.2 0.1
H 2.651111 2.383548 -2.942220 0.1 -0.1 0.0
H 3.177030 4.494315 -4.134872 0.1 0.0 0.0
H 1.355624 5.928865 -4.946214 0.0 0.2 -0.1
H -0.988794 5.291409 -4.578240 -0.2 0.1 0.0
H -1.528243 3.209100 -3.350047 -0.2 0.0 0.1
```
Positions in Å, forces in eV/Å.

Summary:
Gap between HOMO and LUMO: 0.274 hartree
ΔE to the lowest compared entry with this formula, charge and spin: 29.23 kcal/mol
HOMO level: -7.6 eV
Total energy: -3133.99506 Eh


(2)
Molecular formula: C18H39N2O4P
Method: DFT, ωB97M-V/def2-TZVPD

```
64
Properties=species:S:1:pos:R:3:forces:R:3
C -6.498026 1.082776 1.716663 0.5 -0.1 -0.2
C -5.152333 1.403403 1.056715 0.0 -0.5 0.2
O -4.966383 0.616493 -0.102340 -0.1 0.2 -0.1
N -4.053976 -0.452365 0.161497 1.0 0.2 0.3
C -3.831087 -1.134417 -1.111812 -0.9 -0.1 0.4
O -3.334867 -0.259738 -2.081613 0.3 0.0 0.0
C -2.003942 0.161649 -2.008574 0.2 0.5 -0.2
C -1.701789 1.179492 -0.910683 -0.1 -0.2 0.1
C -5.234023 -1.710750 -1.636166 0.1 0.0 -0.1
O -5.931096 -2.178979 -0.715308 -0.1 -0.1 0.4
O -5.427040 -1.661573 -2.843979 0.0 0.0 -0.5
P -2.812975 -2.675780 -0.872048 0.2 -0.2 -0.7
C -3.752121 -3.719183 0.303614 0.5 0.1 0.4
C -1.340544 -2.220050 0.171706 0.4 0.2 0.1
C -0.062846 -2.699649 -0.529095 -0.3 -0.3 0.1
H -6.370226 0.265513 2.423819 -0.2 0.0 0.2
H -7.175012 0.731326 0.942645 -0.2 0.2 0.0
H -6.889788 1.965687 2.216882 -0.2 -0.1 0.1
H -5.081495 2.457433 0.781741 -0.1 0.0 -0.2
H -4.332606 1.172386 1.741056 0.1 0.2 0.1
H -4.559831 -1.134115 0.724315 -0.4 0.0 -0.2
H -1.819309 0.675286 -2.956758 -0.1 -0.1 -0.1
H -1.296274 -0.675547 -1.995526 -0.1 -0.2 0.2
H -0.649112 1.481291 -0.953709 0.1 0.1 -0.1
H -2.339421 2.048924 -1.056715 0.0 0.1 0.0
H -1.904951 0.787954 0.082357 -0.1 0.0 0.0
H -4.592713 -4.181099 -0.195520 -0.2 0.0 0.0
H -3.035942 -4.479346 0.630352 0.0 -0.1 -0.1
H -4.074536 -3.186222 1.196981 -0.2 0.0 0.0
H -1.374054 -2.678309 1.161699 -0.2 0.0 0.1
H -1.286009 -1.142362 0.315415 -0.1 0.0 0.1
H -0.186975 -3.740347 -0.831330 0.1 -0.1 0.0
H 0.102678 -2.144919 -1.453264 0.2 0.1 0.0
H 0.801372 -2.652891 0.141353 0.2 0.1 -0.1
C 4.779857 3.981113 0.452611 0.0 -0.1 0.0
C 5.477220 2.646324 0.172013 -0.1 0.3 0.0
C 4.804194 1.769058 -0.880817 0.1 0.0 0.1
N 3.789664 0.755414 -0.396764 0.0 0.0 -0.3
C 2.792360 1.385241 0.537069 -0.1 -0.1 0.2
C 1.818011 0.373436 1.104831 -0.1 -0.2 0.0
C 2.556039 -0.749268 1.823193 0.0 0.0 0.0
C 3.563559 -1.403399 0.885752 -0.1 -0.1 0.0
C 4.510722 -0.383064 0.279398 0.0 -0.1 0.1
C 3.089897 0.245575 -1.620051 0.0 0.0 0.1
H 3.867613 3.875610 1.036929 0.0 0.0 0.0
H 5.444328 4.635212 1.014754 0.0 0.0 0.0
H 4.525091 4.489143 -0.478289 0.0 0.0 0.0
H 5.649750 2.101148 1.101697 0.0 0.0 0.0
H 6.467555 2.878418 -0.222132 0.0 -0.1 0.0
H 5.551415 1.174410 -1.405607 0.0 0.0 -0.1
H 4.294900 2.392154 -1.615172 0.0 0.0 0.0
H 3.361125 1.826817 1.352974 0.1 0.0 -0.1
H 2.289251 2.172855 -0.022454 0.0 0.0 0.0
H 1.154965 0.887958 1.800176 0.0 0.1 -0.1
H 1.182092 -0.033515 0.315156 -0.1 0.0 0.1
H 1.849385 -1.493244 2.188097 0.0 0.0 0.0
H 3.071763 -0.344544 2.700781 0.0 0.0 0.0
H 3.039814 -1.951894 0.100176 0.0 0.0 0.0
H 4.159503 -2.141460 1.423225 0.1 0.0 0.0
H 5.150406 -0.838083 -0.475719 0.0 0.1 0.0
H 5.141760 0.056817 1.050444 0.0 0.0 0.0
H 3.837884 -0.164052 -2.294074 0.0 0.0 0.0
H 2.572473 1.077193 -2.090466 0.0 0.0 0.0
H 2.374660 -0.523343 -1.352104 0.0 0.0 0.0
```
Positions in Å, forces in eV/Å.

Summary:
Gap between HOMO and LUMO: 0.186 hartree
HOMO level: -5.9 eV
Total energy: -1460.88791 Eh


(3)
Molecular formula: C10H23GeN3O6P2PdS
Method: DFT, ωB97M-V/def2-TZVPD

```
47
Properties=species:S:1:pos:R:3:forces:R:3
Pd -0.071621 0.483384 0.224231 -0.3 -0.2 0.4
N 1.703683 -1.990707 2.947002 0.0 0.0 0.0
C 1.600439 -2.259139 1.454662 0.2 0.0 0.0
C 2.355696 -3.535898 1.106315 0.0 0.0 0.0
P -0.201879 -2.386425 1.086244 -0.2 -0.2 -0.1
O -0.562379 -3.483374 2.178016 0.0 0.1 0.0
O -0.446509 -2.859418 -0.306304 0.0 0.1 0.0
O -0.802156 -1.053077 1.505342 0.1 0.0 -0.1
P 2.245728 -0.753842 0.602864 -0.1 0.1 -0.7
O 3.787983 -0.926444 0.892975 0.0 0.0 0.1
O 1.801932 -0.785201 -0.835495 0.3 0.0 0.7
O 1.682579 0.448811 1.381114 0.0 -0.1 -0.1
H 1.238891 -2.734378 3.477719 0.0 0.0 0.0
H 1.255217 -1.092327 3.163512 0.0 0.0 0.0
H 2.683975 -1.937829 3.237963 0.0 0.0 0.0
H 1.919530 -4.398712 1.610910 0.0 0.0 0.0
H 3.410247 -3.453531 1.369520 0.0 0.0 0.0
H 2.287976 -3.703328 0.032865 0.0 0.0 0.0
H -1.362075 -4.007693 2.033845 0.0 0.0 0.0
H 4.371064 -0.189673 0.661188 0.0 0.0 0.0
S -1.768535 0.483427 -1.181224 0.1 0.2 -0.1
C -0.903537 -0.219357 -2.607365 -0.1 0.0 0.0
N -0.473110 -1.480997 -2.501333 0.1 -0.1 0.2
C 0.130781 -2.055430 -3.546673 0.0 0.0 0.0
C 0.280184 -1.347897 -4.720065 0.0 0.0 0.0
C -0.189642 -0.044259 -4.737393 0.0 0.0 0.0
N -0.784615 0.514556 -3.674306 0.0 0.0 0.0
H -0.489071 -2.020802 -1.547887 -0.1 0.0 -0.1
H 0.481462 -3.067862 -3.400232 0.0 0.0 0.0
H 0.755590 -1.791866 -5.581674 0.0 0.0 0.0
H -0.097603 0.580112 -5.617249 0.0 0.0 0.0
C -1.386374 4.899694 0.169721 0.0 0.1 0.1
Ge -1.540158 3.081420 0.804843 0.0 0.0 -0.5
C -3.332628 2.415245 1.125227 0.0 0.0 0.1
C -0.329736 2.694002 2.276007 0.1 0.0 0.0
C -1.274399 2.176599 -1.229412 -0.1 0.3 0.4
H -1.571267 5.571452 1.009479 0.0 0.0 0.0
H -2.114290 5.118339 -0.609953 0.0 0.0 0.0
H -0.383810 5.099947 -0.206090 0.0 0.0 0.0
H -3.750033 2.960486 1.973562 0.0 0.0 0.0
H -3.318561 1.357161 1.389457 0.0 0.0 0.0
H -3.994067 2.570927 0.273618 0.0 0.0 0.0
H -0.585141 3.430711 3.042200 0.0 0.0 0.0
H 0.719041 2.820732 2.017318 0.0 0.0 0.0
H -0.489848 1.701881 2.694847 0.0 0.0 0.0
H -0.410186 2.342939 -1.867486 0.1 -0.1 0.0
H -2.078770 2.827640 -1.572422 -0.1 -0.1 0.0
```
Positions in Å, forces in eV/Å.

Summary:
Gap between HOMO and LUMO (alpha / beta): 0.282 / 0.282 hartree
ΔE to the lowest compared entry with this formula, charge and spin: 0.00 kcal/mol
HOMO level (alpha / beta): -15.7 / -15.7 eV
Total energy: -4295.90189 Eh
Net charge: +2


(4)
Molecular formula: C4H9N2
Method: DFT, ωB97M-V/def2-TZVPD

```
15
Properties=species:S:1:pos:R:3:forces:R:3
N 1.690537 -0.361096 -0.481947 1.4 -2.2 -0.8
C 0.406448 0.084767 0.054023 -0.9 -0.8 0.0
C -0.621017 -0.937941 0.669785 0.6 2.0 -2.4
C -1.626145 -0.221897 -0.319272 -0.8 1.3 -0.1
N -0.487130 0.629168 -0.932178 0.0 1.1 2.0
C 0.193359 1.485299 0.362822 -4.0 -1.9 1.2
H 1.537944 -0.844071 -1.448356 0.5 1.6 1.6
H 2.036028 -1.171460 0.096352 0.1 1.2 -0.3
H 2.398077 0.419596 -0.473993 -0.7 -1.2 -0.5
H -0.877141 -0.586941 1.612523 0.0 -0.5 2.2
H -0.317409 -1.974492 0.502067 -0.7 0.1 0.3
H -2.078520 -0.856948 -1.059944 0.2 -0.3 -0.6
H -2.536808 0.428610 0.025989 2.0 -1.2 0.1
H -0.529207 1.606144 1.282033 1.5 0.2 -2.1
H 0.810981 2.301269 0.110099 0.6 0.6 -0.6
```
Positions in Å, forces in eV/Å.

Summary:
Gap between HOMO and LUMO: 0.387 hartree
ΔE to the lowest compared entry with this formula, charge and spin: 93.46 kcal/mol
HOMO level: -14.4 eV
Total energy: -266.95034 Eh
Net charge: +1


(5)
Molecular formula: C19H40DyN5O5S
Method: DFT, ωB97M-V/def2-TZVPD

```
71
Properties=species:S:1:pos:R:3:forces:R:3
Dy -1.868407 -0.397833 -1.395358 -0.2 3.2 -1.3
C -4.380272 0.537586 -3.219355 0.0 0.0 0.2
C -3.613708 1.844081 -3.296860 0.1 0.1 0.1
N -2.270402 1.740950 -2.666294 -0.1 0.2 0.1
C -1.966837 2.856241 -1.732857 -0.1 -0.1 -0.1
C -2.800379 2.761224 -0.466774 -0.1 -0.1 0.1
N -2.841273 1.382982 0.093615 -0.2 0.0 -0.1
C -4.209698 0.917005 0.427699 0.1 0.1 -0.1
C -5.045639 0.733490 -0.824883 0.0 0.0 -0.1
N -4.308231 -0.036068 -1.857132 0.0 0.2 0.0
H -5.408927 0.709904 -3.536036 -0.1 0.0 0.0
H -3.941436 -0.189305 -3.900395 0.0 -0.1 -0.1
H -3.528171 2.140625 -4.340392 0.0 0.1 -0.1
H -4.169933 2.636865 -2.800369 0.0 0.1 0.0
H -1.573538 1.771717 -3.398701 0.1 0.0 -0.2
H -0.915177 2.789217 -1.479260 0.2 0.0 0.0
H -2.135161 3.827457 -2.200602 0.0 0.1 -0.1
H -2.390193 3.454807 0.263562 0.0 0.1 0.1
H -3.821862 3.088358 -0.655388 0.0 0.0 0.0
H -2.310667 1.374632 0.952649 0.2 0.0 0.2
H -4.109295 -0.038702 0.941106 0.0 -0.1 0.1
H -4.718897 1.605263 1.103676 0.0 0.0 0.1
H -5.967914 0.226406 -0.555921 -0.1 0.0 0.0
H -5.336690 1.696666 -1.239238 0.0 0.0 0.0
H -4.690399 -0.969378 -1.899948 -0.1 -0.2 0.0
O -0.374908 -2.329506 -5.196840 0.1 0.0 0.1
C -0.406755 -1.957963 -3.946384 0.0 -0.1 0.1
O -1.079765 -1.020572 -3.531487 0.0 0.1 -0.2
C 0.509668 -2.786330 -3.074515 -0.1 0.0 0.1
O 0.241963 -2.619765 -1.705711 -0.1 -0.1 0.1
C -0.638528 -3.570010 -1.073224 0.1 0.0 0.0
C -1.789537 -2.649991 -0.743090 -0.1 -1.5 0.6
O -1.658421 -1.822764 0.224362 0.1 -1.0 0.4
O -2.656447 -2.435861 -1.631150 0.0 -0.9 0.2
H -0.924030 -1.752017 -5.747998 -0.1 0.1 -0.1
H 0.475169 -3.825794 -3.392735 0.0 -0.1 0.0
H 1.515516 -2.415485 -3.260827 0.2 0.0 0.0
H -0.945181 -4.364691 -1.748187 0.0 0.0 0.0
H -0.147910 -3.969395 -0.193284 0.1 0.0 0.1
C 3.908924 3.690151 0.938157 0.0 0.0 0.0
C 4.853789 2.903366 1.847383 -0.1 0.0 0.0
C 4.814789 1.384688 1.681762 -0.1 0.0 -0.2
C 3.498984 0.715903 2.066006 -0.2 0.2 -0.2
N 2.507211 0.849771 0.966806 -0.1 -0.2 0.1
C 1.368802 0.215087 0.711466 0.1 -0.1 0.2
S 0.594939 0.595918 -0.812054 0.5 0.3 0.2
N 0.788090 -0.666864 1.517094 0.4 0.1 0.2
C 1.238032 -1.235611 2.802562 -0.1 0.0 -0.2
C 2.016551 -2.533612 2.638352 0.0 0.0 -0.1
C 2.512979 -3.079302 3.976175 0.0 0.1 0.1
C 3.650393 -2.253989 4.578081 0.0 0.0 0.0
H 4.096556 4.760609 1.024251 0.0 0.0 0.0
H 2.855179 3.534626 1.197244 0.1 0.0 0.0
H 4.055729 3.423338 -0.116573 0.0 0.0 0.1
H 4.642779 3.150184 2.891529 0.0 0.0 0.0
H 5.877793 3.229538 1.660366 0.0 0.0 0.0
H 5.589094 0.946557 2.311433 0.0 0.0 0.0
H 5.066028 1.105542 0.650726 0.0 0.0 0.1
H 3.107787 1.173872 2.976443 -0.1 0.0 0.0
H 3.670935 -0.335706 2.261011 0.0 -0.2 0.0
H 2.749768 1.519654 0.256714 0.1 0.1 -0.1
H -0.013128 -1.114132 1.108435 -0.2 -0.2 0.0
H 0.336813 -1.421021 3.383814 -0.1 0.0 0.0
H 1.803412 -0.493635 3.346687 0.1 0.1 0.1
H 2.865124 -2.366606 1.964035 0.0 0.0 0.0
H 1.369371 -3.270073 2.149569 0.0 0.0 0.0
H 2.847387 -4.106692 3.830345 0.0 0.0 0.0
H 1.676127 -3.128683 4.681100 0.0 0.0 0.0
H 4.496678 -2.191271 3.885571 -0.1 0.0 0.1
H 4.016356 -2.711057 5.497673 0.0 0.0 0.0
H 3.338967 -1.234614 4.832394 0.0 -0.1 0.0
```
Positions in Å, forces in eV/Å.

Summary:
Gap between HOMO and LUMO (alpha / beta): 0.334 / 0.335 hartree
ΔE to the lowest compared entry with this formula, charge and spin: 7.24 kcal/mol
Multiplicity: 6
HOMO level (alpha / beta): -14.4 / -14.4 eV
Total energy: -2680.88994 Eh
Net charge: +2